The following is a DFT calculation (ωB97M-V with the def2-TZVPD basis set) of an isolated molecule of H2N2O4S.

Geometry (Å):
N  -0.136  -0.059  0.205
N  0.417  -2.060  1.909
O  0.413  -3.249  2.239
O  0.205  -1.112  2.580
O  -0.605  -2.321  -0.540
O  1.839  -1.856  -0.355
S  0.508  -1.643  0.126
H  -0.469  0.119  -0.705
H  0.531  0.697  0.266

Summary:
LUMO level = -0.8 eV
Kohn-Sham gap = 10.813 eV
Energy relative to the best compared isomer or geometry (same formula, charge and spin) = 1.860 eV
SMILES = NS(=O)(=O)[N+](=O)[O-]
2S+1 = 1

=====

The following is a DFT calculation (ωB97M-V with the def2-TZVPD basis set) of an isolated molecule of H2N2O4S.

Geometry (Å):
N  -0.508  -0.367  -1.801
N  -1.223  0.553  -2.117
O  -0.244  -1.419  -2.418
O  0.671  -1.719  -0.225
O  -0.926  1.980  0.096
O  0.263  -0.420  -0.344
S  -1.887  1.769  -1.217
H  1.210  -1.857  -1.076
H  -1.400  1.377  0.657

Summary:
LUMO level (alpha / beta) = 0.3 / -3.0 eV
Kohn-Sham gap (alpha / beta) = 7.034 / 7.312 eV
Expectation value of S² = 2.0128
Energy relative to the best compared isomer or geometry (same formula, charge and spin) = 4.685 eV
2S+1 = 3

=====

The following is a DFT calculation (ωB97M-V with the def2-TZVPD basis set) of a cluster of 2 separate species, H2N2OS in total.

Geometry (Å):
N  -1.520  0.067  0.669
N  -0.730  -0.264  1.422
O  0.921  0.419  -1.475
S  0.445  -0.645  2.358
H  0.295  0.360  -2.263
H  0.590  0.063  -0.710

Summary:
LUMO level (alpha / beta) = 0.7 / -3.5 eV
Kohn-Sham gap (alpha / beta) = 7.377 / 7.032 eV
Expectation value of S² = 2.0059
Energy relative to the best compared isomer or geometry (same formula, charge and spin) = 0.000 eV
2S+1 = 3

=====

The following is a DFT calculation (ωB97M-V with the def2-TZVPD basis set) of an isolated molecule of H2N2P2.

Geometry (Å):
N  1.272  -0.860  -0.375
N  -0.281  0.703  0.249
P  1.404  0.735  0.006
P  -0.342  -0.995  0.244
H  -0.802  1.344  0.768
H  -1.251  -0.928  -0.893

Summary:
LUMO level = -0.1 eV
Kohn-Sham gap = 9.204 eV
Energy relative to the best compared isomer or geometry (same formula, charge and spin) = 0.186 eV
SMILES = N1=P2=[P@H]1N2
2S+1 = 1

=====

The following is a DFT calculation (ωB97M-V with the def2-TZVPD basis set) of a cluster of 2 separate species, H2N3 in total.

Geometry (Å):
N  -0.570  -0.411  0.165
N  0.939  1.264  -0.414
N  0.103  0.414  -0.194
H  -2.405  -2.257  0.734
H  1.933  0.989  -0.291

Summary:
LUMO level (alpha / beta) = -6.9 / -11.1 eV
Kohn-Sham gap (alpha / beta) = 13.282 / 3.634 eV
Net charge = +1
Energy relative to the best compared isomer or geometry (same formula, charge and spin) = 4.874 eV
2S+1 = 1

=====

The following is a DFT calculation (ωB97M-V with the def2-TZVPD basis set) of a structure of composition H2N3O2S.

Geometry (Å):
N  -0.558  0.959  0.548
N  0.218  0.261  -0.369
N  0.925  -0.786  -0.138
O  -0.823  0.300  -1.774
O  1.388  -1.538  -1.015
S  1.212  -1.088  1.450
H  -1.037  0.265  1.141
H  -1.326  1.625  0.158

Summary:
LUMO level (alpha / beta) = 3.9 / 3.9 eV
Kohn-Sham gap (alpha / beta) = 7.982 / 7.983 eV
Net charge = -1
Energy relative to the best compared isomer or geometry (same formula, charge and spin) = 4.477 eV
2S+1 = 1

=====

Number 1: E_tot -809.70999 Eh. Number 2: E_tot -809.46861 Eh. Number 3: E_tot -583.96182 Eh. Number 4: E_tot -793.39114 Eh. Number 5: E_tot -164.89781 Eh. Number 6: E_tot -713.92269 Eh.